{"formula": "C22H49BN2O14S4", "method": "wB97M-V/def2-TZVPD", "e_homo_ev": -10.75, "orbital_gap_ha": 0.3864, "species": ["C", "C", "O", "B", "O", "C", "C", "N", "C", "C", "N", "C", "C", "C", "C", "H", "H", "H", "H", "H", "H", "H", "H", "H", "H", "H", "H", "H", "H", "H", "H", "H", "C", "C", "O", "S", "C", "O", "O", "H", "H", "H", "H", "H", "H", "H", "H", "C", "C", "O", "S", "C", "O", "O", "H", "H", "H", "H", "H", "H", "H", "H", "C", "C", "O", "S", "C", "O", "O", "H", "H", "H", "H", "H", "H", "H", "H", "C", "C", "O", "S", "C", "O", "O", "H", "H", "H", "H", "H", "H", "H", "H"], "xyz": [[-2.3924, 1.4873, 0.9289], [-2.8365, 1.4281, -0.6773], [-1.9819, 2.4059, -1.3676], [-2.6956, 3.6584, -1.6822], [-2.4924, 4.1968, -3.0738], [-3.6374, 4.5370, -0.6535], [-3.2456, 6.1353, -0.9397], [-3.2897, 7.3947, -1.2625], [-5.2438, 4.2288, -0.7516], [-5.5062, 3.4641, -2.2147], [-6.1544, 2.9482, -3.2266], [-6.2213, 5.5202, -0.5049], [-7.7183, 5.1534, 0.0776], [-8.5370, 4.0302, -0.7911], [-8.6094, 6.5626, -0.0517], [-2.6425, 0.4052, 1.3616], [-1.2195, 1.7025, 0.9666], [-2.9749, 2.3305, 1.4940], [-2.5486, 0.3574, -1.1179], [-3.9864, 1.5627, -0.8463], [-3.0331, 3.5401, -3.6395], [-3.2815, 4.2411, 0.4468], [-5.4857, 3.4485, 0.1183], [-5.7430, 6.2670, 0.2941], [-6.2508, 6.1349, -1.5280], [-7.7388, 4.8728, 1.2199], [-8.1049, 2.9491, -0.5841], [-9.6701, 4.0696, -0.4442], [-8.5044, 4.3206, -1.9302], [-9.3725, 6.4066, -0.9567], [-9.2641, 6.7713, 0.9074], [-7.9084, 7.4752, -0.3450], [1.4220, 1.4137, -0.5546], [1.2770, 0.6335, -1.8478], [2.3209, -0.3183, -2.0006], [2.2604, -1.6925, -1.1247], [3.5389, -2.5673, -1.9904], [0.9974, -2.3530, -1.3728], [2.7314, -1.4098, 0.2145], [1.2721, 0.7679, 0.3157], [0.6857, 2.2211, -0.5048], [2.4261, 1.8418, -0.4708], [0.2975, 0.1477, -1.9098], [1.3481, 1.3260, -2.6936], [3.2127, -2.7500, -3.0163], [3.7053, -3.5161, -1.4753], [4.4525, -1.9698, -1.9719], [1.1150, 4.3202, 4.5381], [2.5293, 4.0705, 5.0279], [2.9174, 2.7183, 4.8282], [3.3164, 2.2336, 3.3232], [4.0284, 0.6711, 3.7716], [4.3646, 3.0916, 2.8152], [2.1004, 1.9809, 2.5798], [1.0502, 4.2217, 3.4505], [0.7853, 5.3285, 4.8045], [0.4209, 3.5927, 4.9709], [3.2403, 4.7525, 4.5498], [2.5737, 4.2611, 6.1057], [4.9249, 0.8475, 4.3696], [4.2894, 0.1439, 2.8513], [3.2917, 0.0939, 4.3338], [4.2165, -7.9159, -5.6495], [3.9931, -6.4973, -6.1394], [2.6419, -6.0938, -5.9653], [2.1321, -5.6936, -4.4689], [0.5874, -4.9619, -4.9459], [2.9922, -4.6572, -3.9406], [1.8505, -6.9088, -3.7346], [4.0956, -7.9828, -4.5642], [5.2259, -8.2566, -5.8969], [3.4895, -8.6000, -6.0988], [4.6738, -5.7958, -5.6457], [4.2055, -6.4519, -7.2131], [0.7861, -4.0657, -5.5374], [0.0451, -4.6974, -4.0353], [0.0128, -5.6900, -5.5217], [3.3819, -4.9494, 1.6781], [3.5256, -3.7739, 2.6268], [3.1638, -4.1297, 3.9540], [4.2090, -5.0154, 4.8385], [3.4069, -4.8085, 6.4079], [5.4856, -4.3357, 4.8775], [4.0875, -6.4035, 4.4469], [4.1066, -5.7354, 1.9101], [3.5469, -4.6346, 0.6437], [2.3849, -5.3940, 1.7603], [4.5406, -3.3637, 2.5985], [2.8455, -2.9749, 2.3123], [3.4545, -3.7561, 6.6956], [3.9372, -5.4216, 7.1401], [2.3712, -5.1435, 6.3238]], "forces_ev_per_angstrom": [[-0.2, -0.8, -1.0], [1.0, -1.2, 1.5], [-3.5, 2.2, -0.6], [1.8, -0.8, -2.5], [-2.1, -2.6, 2.4], [1.0, 1.1, 1.2], [-2.0, 7.8, -2.3], [0.6, -11.5, 3.0], [0.2, -0.6, -0.1], [-6.4, -2.8, -5.8], [6.3, 4.6, 9.1], [0.0, 0.5, -0.1], [-1.1, 1.0, -0.7], [0.0, 0.2, 0.6], [-0.2, -0.3, -0.8], [0.6, 2.6, -0.6], [-2.7, -0.6, 0.0], [1.1, -1.7, -1.0], [-0.6, 2.4, 1.0], [2.1, 0.0, 0.3], [1.5, 1.4, 0.9], [-0.8, 1.1, -2.3], [0.6, 1.4, -2.2], [-0.7, -1.9, -1.8], [-0.2, -1.4, 2.3], [0.5, 0.3, -2.3], [-0.9, 2.2, -0.7], [2.4, -0.2, -0.7], [0.1, -0.8, 2.2], [1.7, 0.5, 1.9], [1.6, -0.3, -1.9], [-1.6, -1.8, 0.9], [0.0, -0.1, 0.3], [-0.8, 1.0, 0.3], [0.5, -1.4, 0.3], [0.5, 0.4, -0.7], [0.0, 0.3, -0.1], [0.6, 0.6, 0.6], [-0.7, -0.3, -0.6], [0.0, 0.1, -0.1], [0.1, -0.1, -0.1], [-0.2, 0.0, 0.0], [0.1, -0.1, 0.0], [0.2, -0.4, 0.0], [0.1, 0.1, 0.4], [-0.2, 0.2, -0.1], [-0.2, 0.0, 0.1], [-0.2, 0.0, -0.3], [-0.5, 1.0, 0.1], [0.6, -0.9, -0.8], [0.0, -0.2, 0.4], [0.0, 0.0, 0.2], [-1.1, -0.4, 0.2], [1.0, 0.5, 0.4], [0.0, 0.0, 0.1], [0.1, -0.1, 0.0], [0.1, 0.1, 0.0], [0.0, -0.2, 0.0], [0.2, -0.3, -0.2], [-0.2, 0.0, -0.1], [-0.1, 0.2, 0.0], [0.1, 0.1, -0.1], [0.0, -0.2, 0.3], [1.1, -0.5, -0.1], [-1.0, 0.7, 0.9], [-0.4, -0.5, -0.6], [0.0, 0.0, -0.2], [-0.3, -1.1, -0.3], [0.6, 1.2, -0.4], [0.0, 0.0, -0.2], [-0.1, 0.1, -0.1], [0.1, 0.1, 0.0], [-0.2, 0.0, 0.0], [-0.3, 0.2, 0.2], [0.0, -0.2, 0.1], [0.2, -0.1, 0.0], [0.2, 0.1, 0.1], [0.1, -0.4, 0.0], [0.2, 0.2, -1.2], [0.4, -0.5, 1.4], [-0.5, 0.1, -0.3], [-0.1, 0.1, 0.0], [-0.8, -0.7, -0.3], [0.5, 1.1, 0.2], [-0.1, 0.1, -0.1], [-0.1, 0.1, 0.1], [0.1, 0.2, -0.1], [-0.1, -0.1, 0.2], [0.1, -0.1, 0.3], [0.0, -0.2, -0.1], [0.0, 0.0, -0.2], [0.2, 0.0, -0.1]]}